Record 1
{"formula": "C2F3MgNO4PdS2", "method": "ωB97M-V/def2-TZVPD", "s2": 3.764, "fmax_ev_per_a": 10.48, "homo_ha": [-0.463, -0.546], "total_charge": 1, "spin_multiplicity": 4, "relative_energy_kcal_mol": 0.0, "orbital_gap_ev": [6.74, 7.15], "total_energy_ha": -1855.47198, "symbols": ["O", "C", "O", "Pd", "Mg", "N", "S", "S", "O", "O", "C", "F", "F", "F"], "xyz": [[1.405, -0.222, -3.514], [0.524, -0.940, -3.103], [-0.713, -0.860, -3.192], [0.573, -2.013, -0.960], [-1.389, 0.465, -1.612], [0.271, -1.113, 0.447], [-1.414, -1.513, -0.047], [0.539, 0.416, 0.721], [-0.220, 1.314, -0.225], [1.956, 0.696, 0.876], [-0.250, 0.862, 2.363], [-1.566, 0.871, 2.256], [0.117, -0.026, 3.267], [0.167, 2.062, 2.724]], "forces_ev_per_angstrom": [[-0.317, -1.432, 0.755], [2.449, 1.779, -1.014], [-2.451, 0.491, 1.148], [3.443, -4.996, -8.543], [0.762, -0.920, -0.527], [-3.068, 3.377, 6.635], [-1.389, 0.299, 1.219], [2.901, 3.950, 1.146], [0.160, -1.362, -0.071], [-2.428, -0.770, -0.514], [0.068, 0.096, 0.729], [-0.270, -0.113, -0.279], [0.075, -0.125, -0.234], [0.065, -0.272, -0.450]], "nbo_charge": [-0.47, 0.56, -0.80, 0.86, 1.77, -0.95, -0.15, 2.15, -1.09, -0.80, 0.77, -0.30, -0.28, -0.27]}

Record 2
{"formula": "C2F3NO3S", "method": "ωB97M-V/def2-TZVPD", "fmax_ev_per_a": 2.51, "homo_ha": -0.403, "total_charge": 0, "spin_multiplicity": 1, "relative_energy_kcal_mol": 80.6, "orbital_gap_ev": 10.30, "total_energy_ha": -1054.34944, "symbols": ["C", "C", "N", "O", "O", "O", "F", "F", "F", "S"], "xyz": [[0.448, 0.831, 0.034], [1.477, -0.466, 0.064], [-0.813, 0.346, 0.216], [0.744, 2.004, -0.046], [-2.738, -0.656, -1.191], [-2.087, 1.089, 0.441], [2.198, -0.347, 1.228], [0.766, -1.586, 0.118], [2.248, -0.666, -0.974], [-2.244, -0.549, 0.111]], "forces_ev_per_angstrom": [[0.752, 0.558, -0.416], [-0.872, 1.012, 1.222], [-1.216, -0.148, 0.439], [0.015, -1.897, 0.177], [-0.753, -0.794, -2.068], [1.295, -0.621, 0.000], [-0.509, -0.158, -1.520], [-0.786, -0.551, 0.760], [0.908, 1.202, -0.321], [1.166, 1.396, 1.726]], "nbo_charge": [0.57, 0.92, -0.46, -0.51, -0.83, -0.48, -0.32, -0.32, -0.29, 1.71]}